No. 1
Here is a structure of composition C16H30AlB2BeCl2F7N2O19PS2 in a non-equilibrium geometry from the OMol25 dataset. Energies are from wB97M-V/def2-TZVPD.

molar mass = 911.0 g/mol
calculated total energy = -5230.2884 a.u.
Kohn-Sham gap = 1.2 eV
total charge = -1

Last column: Löwdin charge in e.
Element x y z (Å)
C  -5.64305  1.99418  -0.69786  -0.314
C  -4.45102  2.79073  -1.20696  -0.541
S  -3.76410  3.73083  0.20049  0.954
C  -2.36416  2.72887  0.68819  -0.446
C  -1.45310  2.27170  -0.40844  -0.364
O  -1.21041  3.28584  -1.40146  -0.118
S  0.26247  3.87757  -1.18030  0.705
O  0.25148  5.32028  -1.02048  -0.190
O  1.17199  3.51818  -2.22184  -0.137
O  0.55769  3.16443  0.22732  -0.105
C  -0.09224  1.88148  0.00096  -0.343
C  0.04281  0.78088  1.01719  -0.106
P  1.13357  -0.55306  0.41293  0.569
O  1.36987  -0.36093  -1.01337  -0.140
O  0.37959  -1.93285  0.67877  0.006
O  2.45618  -0.58569  1.29460  -0.126
H  -6.22801  2.66261  -0.07359  0.058
H  -6.27273  1.59895  -1.50395  0.023
H  -5.30860  1.18058  -0.03469  0.015
H  -4.70787  3.51303  -1.97427  0.071
H  -3.69260  2.12700  -1.63568  -0.018
H  -2.83723  1.85528  1.13777  0.028
H  -1.85567  3.27836  1.48221  0.096
H  -1.90563  1.36444  -0.81277  0.128
H  0.37842  1.55132  -0.93477  0.137
H  -0.92424  0.34698  1.30836  0.057
H  0.48855  1.20762  1.93511  0.102
H  0.03928  -2.18659  -0.19732  0.181
H  3.12631  -0.14784  0.74791  0.136
C  -9.06775  2.90558  -2.18236  -1.007
Cl  -9.27270  3.16606  -0.44689  0.521
Cl  -7.65833  3.76494  -2.82062  0.546
H  -8.93776  1.84484  -2.36019  0.022
H  -9.95011  3.26759  -2.69482  0.026
Al  -4.27636  -0.20296  -1.73254  1.108
C  -2.09704  -0.30581  3.40504  -0.057
C  -3.06396  -0.82414  2.34642  -0.534
C  -2.65438  -2.25073  1.92308  -0.015
O  -3.02108  0.01706  1.27677  -0.320
H  -1.05496  -0.26888  2.99116  0.066
H  -2.39016  0.69938  3.71609  0.088
H  -2.06499  -0.93619  4.29476  0.164
H  -4.04380  -0.93413  2.85823  0.154
H  -1.65044  -2.25106  1.49807  0.063
H  -3.34873  -2.64930  1.18107  0.087
H  -2.65549  -2.92776  2.78046  0.095
N  3.62334  6.15502  -1.54387  -0.611
O  3.96646  4.99665  -1.34844  0.136
O  3.09728  6.79525  -0.62904  0.134
O  3.78407  6.67252  -2.63677  0.149
C  2.41516  -3.03888  4.22702  -0.008
C  1.24677  -2.56310  3.42364  -0.481
O  0.19395  -2.19847  3.93594  0.010
N  1.40046  -2.56364  2.05383  -0.022
C  2.58880  -2.97835  1.30995  -0.024
H  2.16314  -2.99696  5.28017  0.082
H  2.66263  -4.07124  3.97990  0.073
H  3.28516  -2.40380  4.05092  0.100
H  0.57918  -2.27545  1.54417  -0.260
H  2.95568  -2.16412  0.68952  0.073
H  2.34062  -3.81488  0.65889  0.112
H  3.37510  -3.27887  1.99166  0.093
B  1.33461  -2.46917  -3.74754  -1.252
F  1.30722  -3.25587  -4.90143  0.098
F  2.51668  -1.74724  -3.64818  0.122
F  0.21847  -1.57321  -3.76779  0.029
F  1.19130  -3.31239  -2.60073  0.035
F  -1.20995  6.65642  -0.76563  -0.272
Be  -1.17774  0.92635  3.45826  0.678
B  5.15074  -0.65550  -5.54410  -1.045
O  5.99660  -0.02620  -6.63513  0.225
C  6.90079  -0.87004  -7.03195  -0.408
O  7.73124  -0.69667  -7.87981  0.145
C  6.73344  -2.19584  -6.19692  -0.406
O  7.42372  -3.16861  -6.32520  0.149
O  5.74576  -2.03407  -5.37172  0.239
F  3.84909  -0.72475  -5.94255  0.191
F  5.29098  0.07160  -4.38164  0.161
C  3.81956  -5.37687  6.31330  -0.793
O  4.36494  -4.29429  6.62220  0.029
O  3.82565  -6.36127  7.28266  0.062
O  3.27257  -5.64381  5.23385  0.041
H  4.29708  -5.89891  7.99477  0.098

No. 2
Here is a structure of composition C16H30AsBF6Mg2NO17 in a non-equilibrium geometry from the OMol25 dataset. Energies are from wB97M-V/def2-TZVPD.

molar mass = 756.7 g/mol
calculated total energy = -5221.6688 a.u.
Kohn-Sham gap = 7.5 eV
total charge = +1
energy relative to the best compared isomer or geometry (same formula, charge and spin) = 0.000 eV

Last column: Löwdin charge in e.
Element x y z (Å)
Mg  -22.67896  -10.58729  -31.48330  0.910
Mg  -19.08162  -6.65003  -28.96257  0.519
O  -28.18720  -5.09862  -34.63176  0.202
C  -27.22188  -5.77584  -34.64736  -0.370
O  -26.26930  -5.85578  -33.70365  0.237
B  -25.23676  -6.77201  -34.13498  -0.854
O  -25.59844  -7.23503  -35.45415  0.237
C  -26.78204  -6.70698  -35.80517  -0.363
O  -27.39864  -6.96775  -36.78248  0.195
O  -24.96851  -7.91534  -33.18905  0.293
C  -23.73015  -7.96018  -32.89633  -0.321
O  -23.14767  -8.89219  -32.34863  0.048
C  -22.98760  -6.80456  -33.63907  -0.383
O  -23.91799  -6.06074  -34.15887  0.266
O  -21.79401  -6.71509  -33.69658  0.154
N  -21.46685  -8.57584  -29.53957  -0.460
O  -20.32458  -8.15973  -29.29053  0.012
O  -21.60644  -9.71762  -30.06476  -0.053
O  -22.44731  -7.88477  -29.34740  0.114
As  -19.73915  -6.09497  -25.46364  0.735
F  -20.38482  -4.51679  -25.62786  -0.211
F  -18.13400  -5.42877  -25.59992  -0.224
F  -19.05708  -7.68216  -25.52918  -0.222
F  -21.29983  -6.75387  -25.44270  -0.201
F  -19.70050  -6.20520  -27.27276  -0.248
F  -19.63520  -6.00668  -23.77574  -0.195
C  -25.33180  -9.73271  -29.89897  -0.019
O  -24.36796  -10.68560  -30.33588  -0.240
C  -24.26095  -11.80881  -29.47907  -0.153
C  -23.47873  -12.91307  -30.17125  -0.108
O  -22.35681  -12.32100  -30.87582  -0.265
C  -21.39166  -13.26664  -31.38541  -0.001
H  -26.35040  -10.08249  -30.07637  0.114
H  -25.15224  -8.78389  -30.38896  0.095
H  -25.28342  -9.56595  -28.81930  0.114
H  -25.22026  -12.23554  -29.17744  0.153
H  -23.74153  -11.54597  -28.55154  0.152
H  -24.10699  -13.44425  -30.89460  0.150
H  -23.12066  -13.67908  -29.48509  0.149
H  -21.50250  -13.34552  -32.47483  0.109
H  -21.58176  -14.27756  -31.03859  0.110
H  -20.38975  -12.88517  -31.21395  0.112
C  -17.88890  -3.63244  -28.71727  -0.026
O  -17.83649  -5.04822  -28.61308  -0.247
C  -16.55148  -5.45739  -28.17332  -0.157
C  -16.48388  -6.95280  -27.79783  -0.100
O  -17.60729  -7.67149  -28.36100  -0.263
C  -17.54147  -9.06718  -28.06617  -0.034
H  -18.78899  -3.34612  -29.25643  0.097
H  -17.08091  -3.25377  -29.35343  0.107
H  -17.85478  -3.17573  -27.72941  0.116
H  -16.26045  -4.92158  -27.26651  0.136
H  -15.79169  -5.21689  -28.92658  0.132
H  -16.68370  -7.00684  -26.72633  0.124
H  -15.50847  -7.34981  -28.06979  0.145
H  -18.55749  -9.44062  -28.04076  0.096
H  -17.02031  -9.24629  -27.12329  0.109
H  -16.91602  -9.61388  -28.78185  0.103
C  -21.45066  -4.75880  -29.00799  -0.031
O  -20.33151  -5.29887  -29.71289  -0.254
C  -20.61525  -5.58741  -31.08909  -0.130
C  -19.28604  -5.93707  -31.72621  -0.094
O  -18.48787  -6.71313  -30.78374  -0.252
C  -17.25518  -7.12523  -31.36358  -0.024
H  -21.13930  -4.19234  -28.13200  0.096
H  -22.12850  -5.53246  -28.65053  0.094
H  -21.98470  -4.05559  -29.65017  0.109
H  -20.97203  -4.68485  -31.58663  0.151
H  -21.33102  -6.40716  -31.13572  0.114
H  -18.69025  -5.07572  -32.03622  0.149
H  -19.40761  -6.57002  -32.60803  0.129
H  -16.45528  -6.41826  -31.13976  0.109
H  -17.37693  -7.41474  -32.40380  0.109
H  -16.94413  -8.03399  -30.83991  0.097

No. 3
Here is a structure of composition C16H30AsF6KN6O16S2 in a non-equilibrium geometry from the OMol25 dataset. Energies are from wB97M-V/def2-TZVPD.

molar mass = 854.6 g/mol
calculated total energy = -6391.0256 a.u.
Kohn-Sham gap = 6.6 eV
energy relative to the best compared isomer or geometry (same formula, charge and spin) = 1.055 eV

Last column: Löwdin charge in e.
Element x y z (Å)
K  -1.93368  -4.36862  0.92653  0.879
As  0.08298  -1.31213  -0.09390  0.825
F  0.20720  -2.91820  0.68974  -0.345
F  1.81251  -1.08867  -0.03692  -0.221
F  -0.22270  0.22285  -0.80983  -0.222
F  -1.66668  -1.59384  -0.22767  -0.288
F  -0.13244  -0.61200  1.50241  -0.238
F  0.34421  -1.97126  -1.70840  -0.254
C  -4.21527  -0.18347  0.36971  0.043
N  -4.55814  -1.54315  0.76957  -0.430
O  -3.89867  -2.12683  1.62138  -0.002
O  -5.56861  -2.01957  0.29413  0.085
H  -4.91206  0.55479  0.76446  0.115
H  -4.40247  -0.14789  -0.70264  0.108
H  -3.19613  0.06755  0.63434  0.082
C  2.56670  2.06645  -0.92945  0.030
N  2.46733  2.30121  -2.37937  -0.372
O  3.17282  1.65219  -3.13340  0.035
O  1.89135  3.31980  -2.72481  0.083
H  1.60808  1.65237  -0.62052  0.057
H  2.93006  2.89525  -0.33144  0.105
H  3.26011  1.27424  -0.63679  0.099
C  3.12616  -0.90889  -3.38168  0.007
N  4.42295  -0.95501  -4.04301  -0.446
O  5.42460  -1.11591  -3.38380  0.065
O  4.43324  -0.72751  -5.24005  0.062
H  2.73350  0.10747  -3.45331  0.046
H  3.21843  -1.12725  -2.32429  0.089
H  2.41663  -1.49923  -3.95478  0.101
C  -0.59404  2.09709  2.24664  0.046
N  0.72814  2.71100  1.83639  -0.435
O  0.70634  3.87128  1.54712  0.094
O  1.70142  1.98265  1.89668  0.037
H  -0.48056  1.19108  2.82594  0.075
H  -1.10924  1.81742  1.33173  0.066
H  -0.96496  2.95791  2.79789  0.104
C  3.07037  -2.53056  2.25177  -0.185
C  3.99742  -1.36023  2.58632  -0.145
O  4.44057  -1.53513  3.93104  -0.186
S  3.72621  -2.74141  4.64877  0.638
O  2.58222  -2.18442  5.36527  -0.252
O  4.65536  -3.52251  5.39946  -0.220
O  3.31380  -3.50228  3.27311  -0.179
H  3.28456  -2.83214  1.22831  0.129
H  2.04615  -2.16843  2.19588  0.077
H  3.47902  -0.40622  2.50255  0.127
H  4.89755  -1.35664  1.97396  0.134
C  -0.79625  -0.79434  -4.12526  -0.162
C  -2.32462  -0.51853  -4.30713  -0.115
O  -2.40431  0.91548  -4.43737  -0.214
S  -1.02979  1.57050  -4.93742  0.643
O  -0.82668  2.82770  -4.30108  -0.218
O  -0.89610  1.41896  -6.35921  -0.218
O  -0.12333  0.45801  -4.17383  -0.208
H  -0.49912  -1.34694  -5.02201  0.126
H  -0.43255  -1.38178  -3.28830  0.085
H  -3.04082  -0.79863  -3.54126  0.120
H  -2.68403  -0.83426  -5.28806  0.125
N  -0.97130  4.59078  -2.01004  0.038
C  -1.19635  3.65080  -1.04251  -0.149
C  -2.24639  4.07534  -0.25338  -0.129
C  -2.58001  5.35594  -0.68925  -0.132
C  -1.79856  5.66233  -1.76287  -0.125
H  -0.31732  4.53643  -2.76923  0.109
H  -0.63597  2.73309  -0.96846  0.083
H  -2.60184  3.50935  0.59327  0.074
H  -3.31961  6.01856  -0.26484  0.091
H  -1.86926  6.56151  -2.35069  0.107
N  -2.85519  -2.81054  4.77922  0.003
C  -2.24270  -4.02596  4.89752  -0.122
C  -0.98768  -3.91954  4.29230  -0.108
C  -0.89456  -2.58755  3.84921  -0.130
C  -2.05085  -1.91330  4.15366  -0.131
H  -3.68959  -2.53036  5.26446  0.151
H  -2.70555  -4.80909  5.47403  0.107
H  -0.29741  -4.74440  4.23318  0.098
H  -0.04710  -2.22633  3.29049  0.070
H  -2.52753  -1.02644  3.76981  0.110

No. 4
Here is a cluster of 2 separate species, C16H30BrNO7P in total in a non-equilibrium geometry from the OMol25 dataset. Energies are from wB97M-V/def2-TZVPD.

molar mass = 459.3 g/mol
calculated total energy = -4124.1410 a.u.
Kohn-Sham gap = 7.4 eV
total charge = +1
energy relative to the best compared isomer or geometry (same formula, charge and spin) = 0.000 eV

Last column: Löwdin charge in e.
Element x y z (Å)
C  -4.24994  1.53652  4.32483  -0.079
C  -3.81476  -0.02630  4.46629  -0.281
O  -2.44625  -0.17328  4.91621  -0.270
P  -1.97187  -1.80190  5.02623  0.713
O  -3.09202  -2.54029  5.79813  -0.326
C  -1.68787  -2.64622  3.35539  -0.191
C  -1.81674  -1.56357  2.17660  -0.250
C  -0.91628  -1.86244  0.88499  -0.136
C  -0.87006  -0.48247  0.01273  -0.185
C  -2.22835  0.40292  -0.01152  -0.081
C  -3.06531  -0.64990  -0.92438  -0.089
N  -2.05686  -0.77569  -2.05204  0.103
C  -0.79441  -0.66711  -1.60291  -0.052
C  0.47085  -0.71222  -2.56323  -0.056
C  1.81677  -0.25518  -1.82119  -0.684
O  2.29919  -0.86098  -0.85218  0.009
Br  2.75144  1.38739  -2.48510  0.811
O  -0.47701  -1.90745  5.87280  -0.231
C  0.51698  -1.00916  5.30950  -0.280
C  1.44607  -1.69692  4.17271  -0.085
H  -4.52932  1.79224  3.23791  0.065
H  -3.38427  2.24609  4.59311  0.086
H  -5.17750  1.78418  4.94801  0.082
H  -4.02384  -0.48785  3.43532  0.101
H  -4.56761  -0.47275  5.21513  0.130
H  -2.51398  -3.43399  3.24233  0.114
H  -0.69920  -3.23244  3.34421  0.100
H  -2.92278  -1.53314  1.86926  0.103
H  -1.54884  -0.49414  2.51990  0.115
H  0.13438  -2.22973  1.16160  0.119
H  -1.36923  -2.69000  0.22380  0.125
H  0.08100  0.06712  0.35657  0.154
H  -2.68191  0.73791  0.97373  0.124
H  -2.01822  1.28548  -0.69975  0.133
H  -4.00725  -0.12633  -1.31782  0.146
H  -3.28876  -1.67818  -0.45554  0.141
H  -2.33161  -0.87682  -3.03718  0.184
H  0.27887  0.08007  -3.38335  0.131
H  0.58797  -1.70335  -3.13659  0.162
H  0.10186  -0.02880  4.90252  0.112
H  1.24983  -0.71931  6.15279  0.134
H  2.42862  -1.12498  4.01240  0.091
H  1.64417  -2.79134  4.46805  0.098
H  0.90682  -1.72049  3.16875  0.029
C  5.09800  4.43277  -8.28506  -0.040
O  5.60261  3.26721  -7.63342  0.006
C  4.81917  2.80415  -6.64908  -0.596
O  3.76851  3.28074  -6.29319  0.115
O  5.40744  1.71490  -6.12591  0.007
C  4.67657  1.11628  -5.06129  -0.118
H  5.81110  4.71600  -9.05947  0.097
H  4.13708  4.22330  -8.75979  0.099
H  5.00775  5.26067  -7.57869  0.100
H  3.69811  0.77624  -5.40878  0.084
H  4.57074  1.81334  -4.22976  0.006
H  5.24017  0.24917  -4.71458  0.100